(1)
# C30H66O17S7

9 unconnected molecules or ions with the total composition C30H66O17S7 (ωB97M-V with the def2-TZVPD basis set, OMol25).

XYZ file:
```
120
C30H66O17S7, DFT ωB97M-V with the def2-TZVPD basis set
C -4.331 -0.370 -2.473
C -5.460 0.587 -2.036
C -6.213 -0.017 -0.792
S -4.918 -1.073 -0.007
O -5.320 -2.471 -0.072
O -4.542 -0.524 1.258
C -3.616 -0.787 -1.157
H -3.605 0.064 -3.127
H -4.672 -1.263 -2.989
H -6.131 0.818 -2.855
H -4.973 1.573 -1.827
H -6.970 -0.734 -1.094
H -6.558 0.655 -0.040
H -3.021 -1.645 -1.267
H -3.030 0.129 -0.951
C -0.607 -0.491 0.624
C 0.780 -0.788 1.345
C 1.694 0.527 1.204
S 0.611 1.763 0.675
O 0.827 1.965 -0.709
O 0.853 3.011 1.447
C -0.977 0.951 0.979
H -1.301 -1.223 1.021
H -0.435 -0.565 -0.470
H 1.190 -1.671 0.969
H 0.556 -0.862 2.401
H 2.359 0.413 0.392
H 2.197 0.677 2.169
H -1.706 1.369 0.288
H -1.201 1.202 2.014
C 4.988 3.727 -0.965
C 3.496 3.789 -0.655
C 3.202 5.293 -0.500
S 4.648 6.038 0.229
O 4.412 6.255 1.608
O 5.080 7.098 -0.657
C 5.789 4.688 -0.026
H 5.190 4.001 -1.999
H 5.316 2.711 -0.774
H 3.298 3.339 0.318
H 2.869 3.330 -1.405
H 2.424 5.646 0.118
H 3.157 5.758 -1.466
H 5.886 4.289 0.993
H 6.712 5.045 -0.404
C 0.694 -6.323 0.875
C -0.579 -7.321 0.853
C -1.711 -6.353 1.079
S -1.423 -5.056 -0.055
O -2.198 -3.902 0.301
O -1.555 -5.586 -1.396
C 0.301 -4.895 0.411
H 1.528 -6.669 0.298
H 1.011 -6.391 1.917
H -0.441 -8.076 1.656
H -0.637 -7.843 -0.106
H -1.763 -5.956 2.069
H -2.656 -6.782 0.870
H 0.459 -4.048 1.079
H 0.781 -4.711 -0.564
C -3.137 3.398 3.805
C -3.603 2.067 4.351
O -2.756 1.042 3.807
C -3.283 -0.215 4.016
O -4.225 -0.457 4.707
O -2.604 -1.013 3.212
C -3.142 -2.349 3.054
H -3.335 3.572 2.738
H -2.107 3.596 4.046
H -3.763 4.170 4.274
H -4.577 1.860 3.971
H -3.512 2.067 5.418
H -3.366 -2.651 4.090
H -2.291 -2.872 2.647
H -3.983 -2.363 2.405
C -2.122 5.666 0.517
C -2.718 4.668 -0.472
O -1.714 4.555 -1.509
C -1.616 3.419 -2.122
O -2.234 2.431 -1.883
O -0.720 3.590 -3.069
C -0.503 2.372 -3.751
H -1.976 6.690 0.227
H -1.074 5.471 0.822
H -2.744 5.676 1.412
H -3.653 4.929 -0.996
H -2.806 3.714 0.017
H 0.098 1.699 -3.099
H 0.082 2.789 -4.622
H -1.413 1.881 -4.141
C -0.684 -3.874 -4.158
S -0.826 -2.812 -2.790
O 0.463 -3.000 -2.027
C -0.729 -1.230 -3.645
H -1.276 -3.468 -5.022
H -1.043 -4.848 -3.876
H 0.385 -3.960 -4.357
H -1.197 -0.430 -3.067
H -1.196 -1.326 -4.582
H 0.311 -1.079 -3.622
C 5.191 -2.935 2.997
S 5.510 -1.320 3.257
O 5.560 -0.585 2.003
C 3.901 -1.002 3.887
H 5.097 -3.545 3.854
H 5.898 -3.279 2.327
H 4.223 -3.066 2.430
H 3.207 -1.322 3.144
H 3.915 0.094 3.966
H 3.670 -1.455 4.831
C 5.786 -0.863 -2.862
S 4.472 0.248 -2.572
O 4.209 0.979 -3.844
C 3.157 -0.940 -2.411
H 6.754 -0.509 -2.645
H 5.831 -1.008 -3.965
H 5.659 -1.852 -2.468
H 2.308 -0.243 -2.390
H 3.325 -1.578 -1.552
H 3.160 -1.508 -3.337
```

HOMO level in eV: -8.84
Relative energy (zero: lowest compared OMol25 entry of this formula, charge and spin) in kcal/mol: 7.9

---

(2)
# C2HFO2Sc

A molecular structure, C2HFO2Sc (ωB97M-V with the def2-TZVPD basis set, OMol25).

XYZ file:
```
7
C2HFO2Sc, DFT ωB97M-V with the def2-TZVPD basis set
C 0.394 0.471 -0.079
C -0.024 -0.896 -0.045
O 0.634 -1.902 0.002
O -0.571 1.391 0.011
Sc 2.507 0.984 -0.022
H -1.482 0.939 0.074
F -1.459 -0.987 0.059
```

HOMO level (spin up / spin down) in eV: -19.87 / -21.33
Net charge: +2
Spin multiplicity: 2
Relative energy (zero: lowest compared OMol25 entry of this formula, charge and spin) in kcal/mol: 0.0

---

(3)
# C2H4NP

A single C2H4NP molecule (ωB97M-V with the def2-TZVPD basis set, OMol25).

XYZ file:
```
8
C2H4NP, DFT ωB97M-V with the def2-TZVPD basis set
C -0.466 0.388 -0.054
C 0.924 0.206 0.400
N -1.157 -0.630 -0.506
P -1.986 -1.790 -1.236
H -0.861 1.362 0.036
H 1.181 -0.669 -0.322
H 0.833 0.145 1.487
H 1.532 0.988 0.195
```

HOMO level in eV: -7.04
Relative energy (zero: lowest compared OMol25 entry of this formula, charge and spin) in kcal/mol: 33.9

---

(4)
# C5H17NO2

3 unconnected molecules or ions with the total composition C5H17NO2 (ωB97M-V with the def2-TZVPD basis set, OMol25).

XYZ file:
```
25
C5H17NO2, DFT ωB97M-V with the def2-TZVPD basis set
C 0.877 1.245 1.916
N 0.741 0.988 0.516
C -0.416 1.667 -0.075
C 0.468 -1.394 -0.132
C 1.299 -0.104 -0.216
C 1.534 0.257 -1.693
H 1.791 0.780 2.300
H 0.980 2.333 2.060
H 0.022 0.861 2.513
H -0.791 1.027 -0.860
H -0.182 2.651 -0.518
H -1.144 1.753 0.734
H 0.376 -2.092 -0.975
H -0.567 -1.107 0.124
H 0.758 -2.043 0.702
H 2.303 -0.325 0.163
H 2.169 -0.457 -2.225
H 0.670 0.308 -2.363
H 1.955 1.265 -1.842
H -2.030 -2.945 1.659
H -1.833 -1.481 1.839
O -2.436 -2.094 1.359
H -1.458 -0.142 -1.769
H -2.723 -0.649 -1.183
O -2.362 -0.302 -2.035
```

HOMO level (spin up / spin down) in eV: 0.79 / -4.80
Net charge: -1
Spin multiplicity: 2
Relative energy (zero: lowest compared OMol25 entry of this formula, charge and spin) in kcal/mol: 33.1

---

(5)
# C4H13NS2

2 unconnected molecules or ions with the total composition C4H13NS2 (ωB97M-V with the def2-TZVPD basis set, OMol25).

XYZ file:
```
20
C4H13NS2, DFT ωB97M-V with the def2-TZVPD basis set
C 2.475 -0.349 -2.319
S 1.203 -1.666 -2.341
C -0.268 -0.616 -2.155
H 2.489 0.086 -1.371
H 2.260 0.460 -3.079
H 3.386 -0.786 -2.612
H -1.082 -1.313 -2.038
H -0.121 0.008 -1.226
H -0.447 0.041 -3.043
C -2.112 0.755 1.896
C -0.614 0.339 1.769
S 0.534 1.763 1.647
N -2.871 -0.536 2.040
H -2.230 1.459 2.699
H -2.388 1.233 0.914
H -0.351 -0.186 2.635
H -0.520 -0.201 0.875
H 0.175 2.318 2.777
H -2.187 -1.238 2.390
H -3.570 -0.462 2.770
```

HOMO level in eV: -8.51
Structure (SMILES): NCCS.CSC
Relative energy (zero: lowest compared OMol25 entry of this formula, charge and spin) in kcal/mol: 19.7

---

(6)
# C3H9N4O

2 unconnected molecules or ions with the total composition C3H9N4O (ωB97M-V with the def2-TZVPD basis set, OMol25).

XYZ file:
```
17
C3H9N4O, DFT ωB97M-V with the def2-TZVPD basis set
C 0.271 -2.392 1.050
C 0.489 0.316 -1.174
C -0.760 1.200 -1.148
N 1.382 -2.791 1.146
N 0.872 0.832 1.005
N 1.316 0.343 -0.036
N -1.457 1.062 0.141
O -0.683 -1.774 0.808
H 0.231 -0.751 -1.277
H 1.123 0.526 -2.044
H -1.398 0.962 -2.006
H -0.451 2.245 -1.246
H 1.506 0.797 1.807
H -1.864 0.135 0.244
H -0.251 1.109 0.962
H 1.866 -3.572 1.528
H -2.192 1.753 0.239
```

HOMO level in eV: -14.47
Net charge: +1
Relative energy (zero: lowest compared OMol25 entry of this formula, charge and spin) in kcal/mol: 41.8

---

The highest relative energy (zero: lowest compared OMol25 entry of this formula, charge and spin) belongs to which entry?
C3H9N4O

---

Which value of relative energy (zero: lowest compared OMol25 entry of this formula, charge and spin) does entry 2 give?
0.0 kcal/mol

---

The lowest relative energy (zero: lowest compared OMol25 entry of this formula, charge and spin) belongs to which entry?
C2HFO2Sc

---

Copy entry 6 word for word.
# C3H9N4O

2 unconnected molecules or ions with the total composition C3H9N4O (ωB97M-V with the def2-TZVPD basis set, OMol25).

XYZ file:
```
17
C3H9N4O, DFT ωB97M-V with the def2-TZVPD basis set
C 0.271 -2.392 1.050
C 0.489 0.316 -1.174
C -0.760 1.200 -1.148
N 1.382 -2.791 1.146
N 0.872 0.832 1.005
N 1.316 0.343 -0.036
N -1.457 1.062 0.141
O -0.683 -1.774 0.808
H 0.231 -0.751 -1.277
H 1.123 0.526 -2.044
H -1.398 0.962 -2.006
H -0.451 2.245 -1.246
H 1.506 0.797 1.807
H -1.864 0.135 0.244
H -0.251 1.109 0.962
H 1.866 -3.572 1.528
H -2.192 1.753 0.239
```

HOMO level in eV: -14.47
Net charge: +1
Relative energy (zero: lowest compared OMol25 entry of this formula, charge and spin) in kcal/mol: 41.8